A cluster of 4 separate species, C26H26N3O13P in total. Source: the Open Molecules 2025 dataset; level of theory: ωB97M-V/def2-TZVPD.

Cartesian coordinates (Å):
C (-2.425, -2.052, -3.776)
P (-2.103, -1.358, -2.048)
O (-2.098, -2.716, -0.992)
C (-0.317, -0.631, -1.921)
C (0.637, -1.939, -1.722)
N (1.449, -2.837, -1.599)
C (0.184, 0.059, -3.294)
C (0.052, 1.649, -3.327)
N (0.033, 2.843, -3.090)
C (-0.097, 0.268, -0.597)
C (-1.276, 1.324, -0.289)
C (-1.708, 1.174, 1.265)
N (-0.562, 1.584, 2.133)
H (-2.779, -1.267, -4.534)
H (-3.306, -2.803, -3.671)
H (-1.546, -2.693, -4.190)
H (-2.513, -2.384, -0.159)
H (1.322, -0.170, -3.370)
H (-0.278, -0.398, -4.246)
H (-0.077, -0.479, 0.295)
H (0.929, 0.813, -0.598)
H (-0.832, 2.396, -0.381)
H (-2.161, 1.293, -1.014)
H (-1.898, 0.053, 1.475)
H (-2.693, 1.739, 1.508)
H (-0.348, 2.576, 1.922)
H (-0.795, 1.482, 3.140)
O (-4.915, -1.475, -5.192)
C (-5.663, -2.094, -5.932)
C (-6.993, -2.545, -5.506)
C (-7.777, -3.234, -6.338)
O (-9.015, -3.656, -5.955)
C (-7.334, -3.572, -7.720)
O (-8.069, -4.218, -8.447)
C (-6.014, -3.100, -8.155)
C (-5.232, -2.409, -7.324)
O (-4.003, -1.962, -7.716)
H (-7.301, -2.295, -4.499)
H (-9.379, -4.130, -6.729)
H (-5.712, -3.337, -9.166)
H (-3.637, -1.494, -6.941)
O (2.228, 2.179, 1.599)
C (3.138, 1.398, 1.817)
C (4.487, 1.596, 1.273)
C (5.456, 0.712, 1.519)
O (6.715, 0.886, 1.021)
C (5.209, -0.502, 2.346)
O (6.114, -1.297, 2.535)
C (3.868, -0.688, 2.910)
C (2.897, 0.196, 2.669)
O (1.645, 0.029, 3.195)
H (4.653, 2.480, 0.672)
H (7.228, 0.116, 1.337)
H (3.707, -1.565, 3.524)
H (1.113, 0.794, 2.879)
O (4.285, 4.908, 8.278)
C (4.194, 3.825, 7.724)
C (2.948, 3.361, 7.105)
C (2.884, 2.161, 6.523)
O (1.731, 1.718, 5.941)
C (4.065, 1.254, 6.483)
O (3.965, 0.158, 5.959)
C (5.318, 1.728, 7.080)
C (5.384, 2.929, 7.659)
O (6.543, 3.383, 8.217)
H (2.097, 4.028, 7.143)
H (1.940, 0.827, 5.592)
H (6.173, 1.066, 7.029)
H (6.331, 4.271, 8.569)

Multiplicity: 1
SMILES: CP(O)[C@@](C#N)(CC#N)CCCN.O=C1C=C(O)C(=O)C=C1O.O=C1C=C(O)C(=O)C=C1O.O=C1C=C(O)C(=O)C=C1O

***

An isolated molecule of C26H26N4O4. Source: the Open Molecules 2025 dataset; level of theory: ωB97M-V/def2-TZVPD.

Cartesian coordinates (Å):
C (2.512, 2.764, -1.272)
C (2.338, 2.478, 0.218)
O (1.041, 2.019, 0.547)
C (0.043, 2.911, 0.763)
C (0.101, 4.280, 0.525)
C (-1.002, 5.082, 0.764)
C (-2.180, 4.543, 1.245)
C (-2.249, 3.186, 1.505)
C (-1.157, 2.375, 1.257)
N (-1.195, 0.992, 1.608)
C (-1.908, 0.058, 0.905)
C (-2.599, 0.468, -0.380)
N (-2.000, 0.004, -1.612)
C (-0.634, 0.409, -1.855)
C (0.396, -0.577, -1.277)
N (0.146, -1.884, -1.832)
C (0.875, -2.556, -2.751)
O (0.517, -3.646, -3.180)
C (2.157, -2.006, -3.237)
C (3.122, -2.726, -3.897)
C (4.142, -1.813, -4.239)
C (3.728, -0.602, -3.777)
O (2.534, -0.704, -3.171)
C (-1.181, -2.365, -1.497)
C (-2.229, -1.368, -2.018)
N (-2.011, -1.171, 1.264)
C (-1.343, -1.610, 2.375)
C (-1.443, -2.955, 2.747)
C (-0.763, -3.412, 3.851)
C (0.029, -2.548, 4.608)
C (0.138, -1.222, 4.256)
C (-0.545, -0.741, 3.138)
C (-0.461, 0.664, 2.763)
O (0.149, 1.519, 3.368)
H (1.825, 3.536, -1.609)
H (3.530, 3.097, -1.456)
H (2.325, 1.865, -1.853)
H (2.999, 1.658, 0.515)
H (2.593, 3.358, 0.819)
H (1.008, 4.736, 0.162)
H (-0.930, 6.142, 0.574)
H (-3.035, 5.174, 1.433)
H (-3.149, 2.745, 1.911)
H (-3.617, 0.073, -0.347)
H (-2.648, 1.560, -0.438)
H (-0.475, 1.406, -1.445)
H (-0.491, 0.453, -2.942)
H (1.406, -0.245, -1.492)
H (0.284, -0.639, -0.189)
H (3.084, -3.776, -4.098)
H (5.053, -2.027, -4.759)
H (4.172, 0.373, -3.817)
H (-1.316, -3.338, -1.969)
H (-1.267, -2.462, -0.412)
H (-3.220, -1.677, -1.689)
H (-2.203, -1.381, -3.114)
H (-2.059, -3.611, 2.150)
H (-0.840, -4.450, 4.137)
H (0.557, -2.924, 5.472)
H (0.741, -0.530, 4.824)

Multiplicity: 1
Energy above the lowest of the compared OMol25 structures with the same formula, charge and spin (kJ/mol): 267.5
SMILES: CCOc1ccccc1-n1c(CN2CCN(C(=O)c3ccco3)CC2)nc2ccccc2c1=O

***

An isolated molecule of C26H26N4O4S. Source: the Open Molecules 2025 dataset; level of theory: ωB97M-V/def2-TZVPD.

Cartesian coordinates (Å):
O (3.468, -0.409, 1.996)
C (2.784, 0.553, 2.275)
C (1.974, 0.641, 3.562)
C (0.730, -0.248, 3.417)
N (0.023, 0.043, 2.182)
C (0.136, -0.742, 1.074)
S (1.010, -2.261, 1.183)
C (0.947, -2.742, -0.566)
C (-0.452, -2.669, -1.173)
O (-0.634, -2.303, -2.309)
N (-1.417, -3.189, -0.375)
C (-2.821, -2.936, -0.614)
C (-3.327, -1.834, 0.267)
C (-3.129, -1.583, 1.594)
C (-3.818, -0.377, 1.876)
C (-4.383, 0.009, 0.702)
O (-4.087, -0.863, -0.276)
N (-0.391, -0.481, -0.066)
C (-1.146, 0.646, -0.215)
C (-1.737, 0.915, -1.454)
C (-2.506, 2.045, -1.602)
C (-2.699, 2.924, -0.536)
C (-2.122, 2.671, 0.687)
C (-1.341, 1.527, 0.862)
C (-0.706, 1.241, 2.140)
O (-0.756, 1.951, 3.125)
N (2.618, 1.603, 1.441)
C (3.167, 1.617, 0.103)
C (2.122, 2.076, -0.924)
C (2.459, 1.551, -2.291)
C (3.462, 2.139, -3.051)
C (3.797, 1.625, -4.291)
C (3.133, 0.514, -4.785)
C (2.132, -0.077, -4.035)
C (1.798, 0.438, -2.795)
H (2.574, 0.266, 4.390)
H (1.667, 1.666, 3.769)
H (0.044, -0.055, 4.246)
H (1.020, -1.300, 3.410)
H (1.318, -3.768, -0.594)
H (1.621, -2.098, -1.129)
H (-1.164, -3.405, 0.579)
H (-3.384, -3.860, -0.439)
H (-2.929, -2.640, -1.660)
H (-2.572, -2.177, 2.291)
H (-3.877, 0.125, 2.820)
H (-4.990, 0.852, 0.442)
H (-1.579, 0.216, -2.260)
H (-2.969, 2.254, -2.555)
H (-3.306, 3.807, -0.673)
H (-2.258, 3.333, 1.529)
H (2.065, 2.396, 1.726)
H (3.485, 0.591, -0.107)
H (4.051, 2.262, 0.060)
H (1.143, 1.696, -0.629)
H (2.071, 3.168, -0.934)
H (3.980, 3.008, -2.671)
H (4.577, 2.092, -4.874)
H (3.396, 0.113, -5.753)
H (1.602, -0.941, -4.409)
H (1.009, -0.025, -2.222)

Multiplicity: 1
Energy above the lowest of the compared OMol25 structures with the same formula, charge and spin (kJ/mol): 13.6
SMILES: O=C(CCn1c(SCC(=O)NCc2ccco2)nc2ccccc2c1=O)NCCc1ccccc1

***

An isolated molecule of C26H26N4O4S. Source: the Open Molecules 2025 dataset; level of theory: ωB97M-V/def2-TZVPD.

Cartesian coordinates (Å):
C (-0.708, 0.716, 4.359)
C (0.173, 0.058, 5.420)
N (1.011, -0.984, 4.844)
C (2.430, -0.694, 4.881)
C (2.793, 0.424, 3.909)
C (0.661, -2.321, 5.265)
C (-0.680, -2.758, 4.663)
O (-0.697, -2.541, 3.260)
C (-0.020, -3.414, 2.503)
O (0.485, -4.426, 2.928)
C (0.019, -2.997, 1.084)
C (0.357, -3.935, 0.111)
C (0.412, -3.582, -1.220)
C (0.142, -2.266, -1.606)
N (0.171, -1.834, -2.915)
C (0.470, -2.520, -4.026)
C (0.450, -1.940, -5.270)
C (0.783, -2.714, -6.397)
N (1.052, -3.341, -7.320)
C (0.108, -0.560, -5.474)
N (-0.251, 0.249, -4.523)
C (-0.504, 1.510, -4.968)
C (-0.918, 2.534, -4.016)
C (-1.468, 2.147, -2.797)
C (-1.871, 3.073, -1.842)
C (-1.706, 4.402, -2.152)
C (-1.159, 4.800, -3.374)
C (-0.757, 3.894, -4.320)
O (-1.106, 6.167, -3.422)
C (-1.639, 6.619, -2.195)
O (-2.008, 5.508, -1.407)
C (-0.335, 1.663, -6.318)
S (0.154, 0.192, -7.059)
C (-0.178, -1.322, -0.623)
C (-0.244, -1.681, 0.703)
H (-1.354, 1.461, 4.818)
H (-0.092, 1.201, 3.607)
H (-1.323, -0.031, 3.866)
H (0.800, 0.823, 5.893)
H (-0.465, -0.364, 6.207)
H (2.966, -1.598, 4.581)
H (2.770, -0.425, 5.898)
H (3.872, 0.550, 3.878)
H (2.438, 0.172, 2.913)
H (2.347, 1.368, 4.210)
H (0.595, -2.430, 6.363)
H (1.427, -3.009, 4.900)
H (-1.510, -2.169, 5.056)
H (-0.842, -3.821, 4.876)
H (0.570, -4.946, 0.421)
H (0.666, -4.330, -1.955)
H (-0.059, -0.848, -3.104)
H (0.739, -3.562, -3.938)
H (-1.600, 1.095, -2.600)
H (-2.297, 2.769, -0.901)
H (-0.322, 4.220, -5.249)
H (-2.524, 7.246, -2.386)
H (-0.881, 7.215, -1.661)
H (-0.488, 2.537, -6.916)
H (-0.368, -0.300, -0.920)
H (-0.485, -0.951, 1.459)

Multiplicity: 1
Energy above the lowest of the compared OMol25 structures with the same formula, charge and spin (kJ/mol): 240.3
SMILES: CCN(CC)CCOC(=O)c1ccc(N/C=C(/C#N)c2nc(-c3ccc4c(c3)OCO4)cs2)cc1

***

Number 1: orbital gap 6.956 eV, LUMO level -1.922 eV. Number 2: orbital gap 8.589 eV, LUMO level 0.577 eV. Number 3: orbital gap 8.848 eV, LUMO level 0.359 eV. Number 4: orbital gap 7.467 eV, LUMO level -0.322 eV.